DFT (wB97M-V/def2-TZVPD) results for one molecule with the formula C25H29N3O2.

Geometry (Å):
O (0.95, 1.70, -1.05)
O (-1.58, 0.75, -0.83)
N (-2.57, -5.70, 0.56)
N (-0.71, -1.56, 0.73)
N (-1.88, -3.95, 1.87)
C (0.73, 3.10, -0.97)
C (-0.90, -7.48, 1.84)
C (-1.15, -0.31, 1.34)
C (-0.87, 0.87, 0.38)
C (-2.56, -6.98, 0.24)
C (0.03, -2.45, 1.60)
C (1.75, 4.86, -4.20)
C (-1.76, -5.26, 1.53)
C (1.35, 4.91, 0.66)
C (0.64, 0.98, 0.12)
C (-0.88, -3.20, 2.60)
C (-1.75, -7.92, 0.83)
C (0.74, 4.45, -5.05)
C (-0.26, 3.62, -4.58)
C (-0.25, 3.20, -3.26)
C (1.72, 3.79, -0.07)
C (-0.90, -6.15, 2.20)
C (3.94, 3.96, 0.84)
C (-1.78, -2.29, 0.06)
C (2.27, 5.55, 1.48)
C (-2.68, -3.07, 1.03)
C (0.76, 3.61, -2.40)
C (3.57, 5.07, 1.57)
C (3.03, 3.32, 0.03)
C (1.77, 4.44, -2.88)
H (-0.60, -0.13, 2.26)
H (0.79, -1.87, 2.14)
H (1.03, -0.03, -0.06)
H (-3.39, -3.68, 0.48)
H (-1.05, 3.29, -5.24)
H (-0.25, -8.18, 2.35)
H (2.56, 4.76, -2.22)
H (3.31, 2.45, -0.55)
H (-1.40, -2.48, 3.24)
H (-3.22, -2.38, 1.68)
H (0.54, -3.18, 0.97)
H (2.54, 5.51, -4.56)
H (-0.29, 3.28, -0.58)
H (1.14, 1.40, 1.00)
H (-3.25, -7.25, -0.56)
H (-1.04, 0.23, -1.43)
H (-1.78, -8.95, 0.53)
H (0.74, 4.77, -6.08)
H (1.97, 6.42, 2.04)
H (-1.03, 2.56, -2.88)
H (-2.37, -1.59, -0.52)
H (-1.25, 1.78, 0.86)
H (-0.24, -5.82, 2.99)
H (4.28, 5.57, 2.21)
H (4.95, 3.58, 0.91)
H (-0.28, -3.85, 3.23)
H (-2.22, -0.32, 1.57)
H (0.34, 5.28, 0.59)
H (-1.30, -3.01, -0.63)

## Properties
Frontier orbital gap (eV): 8.3
SMILES: O[C@H](COC(c1ccccc1)c1ccccc1)CN1CCN(c2ccccn2)CC1
ΔE to the lowest compared entry with this formula, charge and spin (eV): 2.152